No. 1
An isolated molecule of C5H12O2, computed with the ωB97M-V functional and the def2-TZVPD basis.

Geometry (Å):
C 2.288 0.169 1.407
C 0.841 0.525 1.081
C 0.380 0.057 -0.304
O 0.654 -1.316 -0.518
C -1.112 0.352 -0.515
C -1.679 -0.267 -1.796
O -1.786 -0.196 0.617
H 2.454 -0.906 1.290
H 2.997 0.690 0.752
H 2.525 0.441 2.442
H 0.173 0.077 1.824
H 0.690 1.611 1.149
H 0.945 0.588 -1.082
H 0.076 -1.805 0.084
H -1.233 1.450 -0.528
H -2.029 -1.284 -1.586
H -2.525 0.309 -2.186
H -0.924 -0.344 -2.580
H -2.735 -0.151 0.450

Output
Orbital gap (eV): 10.91
SMILES string: CC[C@@H](O)[C@@H](C)O
HOMO level (eV): -10.10
LUMO energy (eV): 0.807
E_tot (Eh): -348.181012
2S+1: 1

Atom charges from the Mulliken analysis, given in e for atoms 1 to 6: atom 1 (C): -1.21, atom 2 (C): -0.47, atom 3 (C): -0.22, atom 4 (O): -0.58, atom 5 (C): 0.27, atom 6 (C): -1.31

---

No. 2
C5H12O2 as an isolated structure at a distorted geometry, computed with the ωB97M-V functional and the def2-TZVPD basis.

Geometry (Å):
C 0.236 1.396 -2.733
C -0.589 0.750 -1.644
O -0.015 -0.476 -1.255
C -0.665 -0.831 1.234
C -0.314 -1.217 2.633
O 0.834 -0.413 2.766
C 1.037 -0.329 1.377
H 0.334 0.703 -3.573
H 1.238 1.643 -2.362
H -0.241 2.314 -3.081
H -1.597 0.516 -2.002
H -0.685 1.437 -0.788
H -1.310 0.052 1.143
H -1.230 -1.654 0.724
H -1.047 -1.007 3.399
H -0.028 -2.275 2.647
H 0.763 -0.256 -0.721
H 1.819 -1.045 1.027
H 1.459 0.694 1.207

Output
Orbital gap (eV): 10.51
HOMO level (eV): -9.58
LUMO energy (eV): 0.938
E_tot (Eh): -348.072845
2S+1: 1

Atom charges from the Mulliken analysis, given in e for atoms 1 to 6: atom 1 (C): -1.10, atom 2 (C): -0.19, atom 3 (O): -0.49, atom 4 (C): -0.27, atom 5 (C): -0.42, atom 6 (O): -0.41

---

No. 3
A 2-piece molecular cluster, C5H12O2 overall at a distorted geometry, computed with the ωB97M-V functional and the def2-TZVPD basis.

Geometry (Å):
O -1.810 0.362 0.061
C -0.720 -0.136 0.309
C -1.777 -2.206 1.479
C 0.244 2.172 0.028
C -0.539 -1.586 0.788
C 0.542 0.734 0.207
H -2.555 -2.473 0.744
H -2.187 -1.447 2.166
H -1.521 -3.107 2.062
H 1.061 2.798 0.426
H -0.652 2.325 0.652
H 0.018 2.502 -1.000
H 0.259 -1.626 1.556
H -0.192 -2.169 -0.087
H 0.999 0.638 1.211
H 1.287 0.390 -0.536
O 2.276 0.718 -3.123
H 2.947 1.379 -2.837
H 2.319 0.731 -4.106

Output
Orbital gap (eV): 10.12
SMILES string: CCC(=O)CC.O
HOMO level (eV): -9.44
LUMO energy (eV): 0.679
E_tot (Eh): -348.174987
2S+1: 1

Atom charges from the Mulliken analysis, given in e for atoms 1 to 6: atom 1 (O): -0.59, atom 2 (C): 0.46, atom 3 (C): -1.12, atom 4 (C): -1.17, atom 5 (C): -0.30, atom 6 (C): -0.23

---

No. 4
C5H12O2 as an isolated structure at a distorted geometry, computed with the ωB97M-V functional and the def2-TZVPD basis.

Geometry (Å):
C -1.247 -1.068 0.878
C -0.299 0.134 0.779
C 0.419 0.419 2.297
C -0.935 1.525 0.270
C 0.826 -0.012 -0.289
H -2.271 -0.812 1.240
H -1.449 -1.423 -0.270
H -1.024 -2.030 1.406
H -0.498 0.860 2.979
H 1.230 1.295 2.333
H 0.568 -0.531 2.782
H -0.998 1.302 -1.010
H -2.118 1.556 0.710
H -0.125 2.321 0.768
H 1.218 -1.028 -0.103
H 1.628 0.705 -0.413
H 0.922 -1.998 -1.741
O 0.170 0.162 -1.587
O 1.122 -0.937 -2.449

Output
Orbital gap (eV): 10.27
HOMO level (eV): -10.43
LUMO energy (eV): -0.164
E_tot (Eh): -347.880661
2S+1: 1

Atom charges from the Mulliken analysis, given in e for atoms 1 to 6: atom 1 (C): -1.37, atom 2 (C): 1.14, atom 3 (C): -1.29, atom 4 (C): -0.92, atom 5 (C): -0.73, atom 6 (H): 0.32

---

No. 5
A 2-piece molecular cluster, C5H12O2 overall at a distorted geometry, computed with the ωB97M-V functional and the def2-TZVPD basis.

Geometry (Å):
C 1.464 -1.875 0.978
C 1.440 -0.508 1.010
O 0.512 0.108 1.813
C 2.174 0.408 0.086
H 2.103 -2.457 0.241
H 1.022 -2.499 1.799
H 0.016 0.430 1.017
H 2.615 -0.146 -0.746
H 1.473 1.185 -0.309
H 2.949 0.962 0.609
C -1.494 0.959 -1.472
O -1.329 1.021 -0.048
C -2.196 -0.357 -1.851
H -2.167 1.824 -1.825
H -0.486 0.961 -1.925
H -2.240 1.004 0.272
H -3.120 -0.424 -1.240
H -2.455 -0.462 -2.946
H -1.502 -1.168 -1.572

Output
Orbital gap (eV): 9.32
SMILES string: C=C(C)O.CCO
HOMO level (eV): -8.59
LUMO energy (eV): 0.735
E_tot (Eh): -348.126811
2S+1: 1

Atom charges from the Mulliken analysis, given in e for atoms 1 to 6: atom 1 (C): -0.86, atom 2 (C): 0.64, atom 3 (O): -0.54, atom 4 (C): -0.86, atom 5 (H): 0.23, atom 6 (H): 0.26

---

No. 6
A 3-piece molecular cluster, C5H12O2 overall at a distorted geometry, computed with the ωB97M-V functional and the def2-TZVPD basis.

Geometry (Å):
C -0.640 -3.218 -0.393
C -0.897 -1.717 -0.403
C -2.092 -1.140 -0.609
C -2.699 -0.023 0.145
C -1.968 0.975 0.616
H -0.712 -3.623 -1.404
H 0.353 -3.395 0.013
H -1.391 -3.620 0.277
H -0.038 -1.105 -0.126
H -2.666 -1.546 -1.441
H -3.773 0.047 0.021
H -2.273 1.771 1.294
H -0.890 1.108 0.577
H 5.035 2.062 -0.646
H 4.343 0.927 -0.023
O 4.142 1.713 -0.544
H 2.399 3.099 0.388
H 2.005 4.304 1.195
O 1.762 3.382 1.061

Output
Orbital gap (eV): 8.44
SMILES string: C=C/C=C/C.O.O
HOMO level (eV): -7.88
LUMO energy (eV): 0.563
E_tot (Eh): -348.087759
2S+1: 1

Atom charges from the Mulliken analysis, given in e for atoms 1 to 6: atom 1 (C): -0.98, atom 2 (C): -0.15, atom 3 (C): -0.36, atom 4 (C): -0.08, atom 5 (C): -0.68, atom 6 (H): 0.30

---

No. 7
An isolated molecule of C5H12O2, computed with the ωB97M-V functional and the def2-TZVPD basis.

Geometry (Å):
C 2.286 0.202 -1.330
O 1.703 0.427 -0.060
C 0.722 -0.486 0.427
C -0.682 -0.087 -0.065
C -1.701 -1.223 -0.217
C -1.254 1.052 0.791
O -0.287 2.023 1.130
H 2.139 -0.823 -1.698
H 1.899 0.903 -2.087
H 3.364 0.382 -1.230
H 0.980 -1.518 0.142
H 0.803 -0.408 1.518
H -0.505 0.320 -1.070
H -2.501 -0.908 -0.897
H -2.177 -1.505 0.732
H -1.247 -2.124 -0.645
H -2.095 1.514 0.246
H -1.670 0.651 1.730
H 0.478 1.892 0.548

Output
Orbital gap (eV): 10.74
SMILES string: COC[C@@H](C)CO
HOMO level (eV): -9.78
LUMO energy (eV): 0.955
E_tot (Eh): -348.152026
2S+1: 1

Atom charges from the Mulliken analysis, given in e for atoms 1 to 6: atom 1 (C): -0.73, atom 2 (O): -0.40, atom 3 (C): -0.64, atom 4 (C): 0.79, atom 5 (C): -1.53, atom 6 (C): -0.68

---

No. 8
C5H12O2 as an isolated structure, computed with the ωB97M-V functional and the def2-TZVPD basis.

Geometry (Å):
C 0.169 0.566 2.681
O -0.447 0.283 1.033
C 0.487 -0.239 0.039
C 1.061 -1.566 0.504
C -0.209 -0.337 -1.314
C -0.776 0.980 -1.842
O -1.931 1.398 -1.152
H 1.240 0.651 2.398
H -1.031 -0.436 1.320
H -0.161 1.624 2.693
H 1.262 0.535 0.012
H 0.266 -2.321 0.563
H 1.523 -1.474 1.489
H 1.805 -1.923 -0.214
H -1.023 -1.072 -1.255
H 0.526 -0.731 -2.029
H 0.010 1.754 -1.825
H -1.076 0.851 -2.886
H -1.695 1.458 -0.216

Output
Orbital gap (eV): 8.76
HOMO level (eV): -7.98
LUMO energy (eV): 0.781
E_tot (Eh): -348.032141
2S+1: 1

Atom charges from the Mulliken analysis, given in e for atoms 1 to 6: atom 1 (C): -0.58, atom 2 (O): -0.46, atom 3 (C): 0.29, atom 4 (C): -1.26, atom 5 (C): -0.71, atom 6 (C): -0.50

---

Calculated values (kcal per mole) of energy above the lowest of the compared OMol25 structures with the same formula, charge and spin for the records, taken in order: 14.9 82.8 18.7 203.4 48.9 73.5 33.1 108.4.